# 1
Formula: C2HCl2NS
Source: the Open Molecules 2025 dataset
Level of theory: ωB97M-V/def2-TZVPD

Last column: Löwdin charge in e.
Positions of all 7 atoms, in Å:
C1 2.518004 1.102132 1.014954  -0.45
C2 2.452520 0.061751 0.140825  -1.16
N1 2.770340 1.947885 1.751194  0.21
S1 -0.195824 0.948620 -0.303919  0.35
Cl1 3.153425 0.149701 -1.440014  0.67
Cl2 2.091899 -1.585506 0.591050  0.64
H1 -0.062890 -0.262565 -0.907441  -0.27

Atoms 1-3, force components in eV/Å:
0.9 1.0 1.3
-2.8 -2.2 -3.0
-0.1 0.5 0.4

Calculated values
Gap between HOMO and LUMO (spin up / spin down) = 6.2 / 6.2 eV
E_LUMO (spin up / spin down) = -0.11421 / -0.11435 Eh
Charge = 0

# 2
Formula: C34H30BF10N2O8P
Source: the Open Molecules 2025 dataset
Level of theory: ωB97M-V/def2-TZVPD

Last column: Löwdin charge in e.
Positions of all 86 atoms, in Å:
C1 -3.272852 1.626805 -3.784848  -0.02
C2 -2.314158 2.690582 -4.090405  -0.12
C3 -0.751080 2.421570 -3.779981  -0.15
C4 -0.528041 1.084545 -2.889561  -0.05
C5 -0.790612 1.090820 -1.331575  0.08
B1 -1.295789 2.540963 -0.761930  -0.52
O1 -2.693242 2.871962 -0.554333  0.10
O2 -0.277630 3.506597 -0.416330  0.09
C6 -0.542658 -0.177762 -0.425985  -0.02
C7 -0.823280 -0.120826 1.126195  -0.34
F1 -2.125896 0.419984 1.471071  0.02
F2 -0.752751 -1.338375 1.848014  0.02
C8 0.312304 0.838060 1.786186  -0.06
C9 1.765936 0.628897 1.287475  0.01
C10 2.871009 1.517243 1.956389  -0.03
C11 2.429957 2.538267 3.029902  0.01
C12 0.955992 2.741785 3.506899  -0.04
C13 0.568930 3.816781 4.612825  -0.37
F3 0.992305 3.419192 5.900001  0.08
F4 1.190688 5.061625 4.256417  0.05
F5 -0.839164 4.062039 4.561765  0.05
C14 -0.139428 1.841300 2.872637  0.09
C15 0.000180 -1.440196 -1.210567  -0.17
P1 0.441947 -3.061903 -0.331302  0.72
N1 -0.915220 -3.894674 -0.146778  -0.31
C16 0.218264 -1.449797 -2.758938  -0.02
C17 -0.048723 -0.183785 -3.624347  0.02
C18 0.230941 -0.298937 -5.213474  -0.21
O3 -0.502822 0.198262 -6.094527  0.09
C19 1.540449 -1.200985 -5.547779  0.01
C20 2.453682 -0.717460 -6.760905  -0.10
O4 2.182044 0.676147 -7.181800  -0.10
N2 3.098188 1.400902 -6.455484  -0.06
O5 3.122552 2.531304 -6.819194  0.06
C21 1.795786 -2.362448 -4.743664  0.05
C22 3.111850 -3.273204 -4.989452  -0.29
F6 2.967614 -4.070070 -6.173049  0.03
F7 4.318126 -2.465915 -5.014971  0.00
C23 3.358128 -4.296607 -3.756338  -0.08
C24 4.112984 -3.649989 -2.532192  -0.01
C25 4.481192 -4.443860 -1.254129  -0.04
C26 4.056882 -5.962438 -1.244239  0.02
C27 3.274504 -6.591443 -2.451362  -0.03
C28 2.919700 -8.152823 -2.280015  -0.37
F8 4.134641 -8.772639 -1.811069  0.04
F9 1.953799 -8.255327 -1.235274  0.07
F10 2.497222 -8.732996 -3.494185  0.08
C29 2.898030 -5.769131 -3.741192  0.08
C30 0.733271 -2.744703 -3.579304  -0.24
O6 0.313830 -3.908051 -3.385664  0.06
H1 -3.627991 0.911742 -4.612364  0.08
H2 -3.618794 1.564077 -2.696414  0.07
H3 -2.665732 3.675081 -4.580502  0.11
H4 -0.256623 2.320704 -4.822210  0.12
H5 -0.225230 3.343030 -3.306892  0.11
H6 -2.690005 3.829371 -0.320096  0.12
H7 0.559225 3.297447 -0.884535  0.10
H8 1.992846 -0.166952 0.490702  0.10
H9 3.942579 1.369210 1.604617  0.09
H10 3.228690 3.197268 3.513504  0.11
H11 -1.226870 1.911395 3.195571  0.12
H12 1.097120 -2.769274 0.930023  0.00
H13 1.434744 -3.755147 -1.136856  0.00
H14 -1.698844 -3.320647 -0.523142  -0.02
H15 3.576334 -0.766032 -6.577512  0.13
H16 2.210509 -1.357338 -7.693839  0.16
H17 4.424404 -2.539894 -2.556081  0.11
H18 5.053490 -3.941064 -0.410102  0.09
H19 4.357254 -6.561354 -0.318033  0.11
H20 2.321984 -6.230098 -4.611597  0.13
C31 -5.296382 4.074125 9.061160  -0.11
O7 -4.937741 4.694420 7.834119  -0.19
C32 -3.562828 4.495178 7.507691  -0.19
C33 -3.395252 3.409195 6.450667  -0.20
O8 -3.763667 2.127719 6.959798  -0.19
C34 -5.055513 1.724814 6.525691  -0.11
H21 -6.385260 4.076872 9.138347  0.09
H22 -4.947309 3.040348 9.111373  0.08
H23 -4.884658 4.644532 9.899587  0.09
H24 -2.979202 4.262781 8.404823  0.13
H25 -3.191820 5.441509 7.101496  0.12
H26 -2.339307 3.349610 6.173265  0.10
H27 -3.966810 3.649615 5.547449  0.13
H28 -5.016778 1.430603 5.471523  0.09
H29 -5.796109 2.516998 6.659880  0.08
H30 -5.360038 0.860872 7.119254  0.09

Atoms 1-3, force components in eV/Å:
1.2 1.4 -0.4
-0.6 -1.5 0.4
-0.6 1.0 1.5

Calculated values
Gap between HOMO and LUMO = 5.6 eV
SMILES string = C=CCc1c(B(O)O)c(C(F)(F)c2cccc(C(F)(F)F)c2)c([PH2]=N)c2c1C(=O)C(CON=O)=C(C(F)(F)c1cccc(C(F)(F)F)c1)C2=O.COCCOC
E_LUMO = -0.07973 Eh
Charge = 0

# 3
Formula: C3H6S2
Source: the Open Molecules 2025 dataset
Level of theory: ωB97M-V/def2-TZVPD

Last column: Löwdin charge in e.
Positions of all 11 atoms, in Å:
C1 -2.630832 0.546913 -0.249361  -0.36
S1 -1.186618 -0.743749 -0.108627  0.77
C2 -0.102116 0.638613 0.415113  -0.70
C3 1.070424 -0.145871 0.810151  -0.67
S2 2.302694 0.085671 -0.393105  0.60
H1 -2.802040 0.903860 0.855304  0.06
H2 -3.552774 0.189865 -0.662265  -0.01
H3 -2.250126 1.355229 -1.064556  0.09
H4 0.207952 1.468277 -0.129220  0.03
H5 -0.565141 1.075069 1.346984  0.09
H6 1.080045 -0.700990 1.826042  0.10

Atoms 1-3, force components in eV/Å:
1.7 1.2 0.2
-1.8 2.5 -0.8
-1.3 -1.7 3.9

Calculated values
Gap between HOMO and LUMO = 8.0 eV
SMILES string = CSCC=S
E_LUMO = -0.02489 Eh
Charge = 0

# 4
Formula: C4H32BO24
Source: the Open Molecules 2025 dataset
Level of theory: ωB97M-V/def2-TZVPD

Last column: Löwdin charge in e.
Positions of all 61 atoms, in Å:
O1 2.557574 -1.009443 -2.036656  0.14
C1 1.561574 -0.438443 -1.608656  -0.36
O2 1.488574 -0.141443 -0.366656  0.30
B1 0.068574 0.324557 -0.221656  -0.78
O3 -0.545426 0.267557 -1.554656  0.32
C2 0.363574 -0.089443 -2.333656  -0.40
O4 0.133574 -0.067443 -3.544656  0.10
O5 0.081574 1.669557 0.388344  0.27
C3 -0.291426 1.482557 1.562344  -0.44
O6 -0.142426 2.399557 2.371344  0.14
C4 -0.828426 0.200557 1.722344  -0.44
O7 -0.687426 -0.475443 0.735344  0.36
O8 -1.030426 -0.311443 2.836344  0.11
O9 -0.342426 -3.881443 2.254344  -0.13
H1 -0.675426 -3.073443 1.756344  0.04
H2 0.668574 -3.705443 2.282344  0.03
O10 -3.176426 2.193557 3.093344  -0.05
H3 -3.174426 2.081557 2.188344  -0.07
H4 -2.241426 2.004557 3.390344  0.00
O11 0.325574 0.687557 -6.169656  -0.09
H5 0.414574 0.094557 -5.431656  -0.02
H6 0.349574 -0.057443 -6.891656  0.11
O12 1.935574 3.717557 0.112344  0.01
H7 1.467574 2.875557 0.298344  0.03
H8 1.649574 4.346557 0.634344  -0.06
O13 0.041574 -1.535443 5.037344  -0.02
H9 -0.307426 -1.317443 4.190344  -0.04
H10 0.489574 -2.299443 4.821344  -0.02
O14 -3.003426 2.317557 0.396344  -0.04
H11 -3.604426 2.164557 -0.388656  0.10
H12 -2.293426 2.902557 0.070344  0.07
O15 3.037574 -1.606443 -4.792656  -0.03
H13 2.316574 -2.204443 -5.057656  0.02
H14 2.810574 -1.356443 -3.962656  -0.08
O16 -1.322426 2.478557 5.239344  -0.13
H15 -1.840426 1.822557 5.808344  0.07
H16 -0.707426 1.786557 4.736344  0.09
O17 -3.665426 -0.793443 4.368344  -0.07
H17 -2.792426 -0.672443 3.988344  -0.02
H18 -3.656426 -0.131443 5.104344  0.05
O18 2.375574 -2.829443 1.777344  0.06
H19 3.071574 -3.255443 2.152344  0.01
H20 2.656574 -2.008443 1.628344  -0.02
O19 -1.355426 4.921557 2.543344  -0.12
H21 -1.452426 5.668557 3.204344  0.06
H22 -0.991426 4.102557 3.008344  0.02
O20 0.742574 2.906557 -4.340656  -0.11
H23 0.560574 3.900557 -4.693656  0.12
H24 0.531574 2.266557 -4.997656  -0.05
O21 -2.197426 -1.727443 -3.153656  -0.07
H25 -1.923426 -0.759443 -3.239656  0.06
H26 -2.883426 -1.810443 -3.846656  0.06
O22 0.312574 -2.686443 -4.304656  -0.03
H27 -0.192426 -2.091443 -3.789656  -0.04
H28 0.153574 -3.586443 -4.022656  0.05
O23 0.143574 -3.409443 -0.442656  -0.02
H29 0.915574 -2.941443 -0.108656  0.01
H30 0.632574 -4.132443 -0.797656  0.03
O24 4.435574 -1.746443 -0.220656  0.05
H31 5.199574 -1.942443 -0.465656  -0.10
H32 3.831574 -1.489443 -0.915656  0.00

Atoms 1-3, force components in eV/Å:
-1.3 0.7 -0.7
5.2 -2.5 -0.6
-2.3 0.8 1.4

Calculated values
Gap between HOMO and LUMO = 9.3 eV
E_LUMO = 0.05721 Eh
Charge = -1

How do the records compare in energy relative to the best compared isomer or geometry (same formula, charge and spin)? In the order shown, they have 67.74; 0.00; 59.59; 136.37 kcal/mol.
How do the records compare in energy? In the order shown, they have -39456.515; -92223.095; -24876.124; -54488.887 eV.